No. 1
53
Properties=species:S:1:pos:R:3:forces:R:3 method="wB97M-V/def2-TZVPD" relative_energy_ev=0.000 charge=+2 multiplicity=5 orbital_gap_ev="4.385 / 6.477"
Os 0.1563 -2.3266 -0.2673 1.19 0.00 8.08
P 0.1523 -0.6790 -1.5824 -1.15 1.19 -3.68
P -0.9791 -3.3354 -1.7243 -1.03 -1.82 -3.16
O -1.5539 -2.7057 0.8698 -0.02 0.33 0.78
O -2.2995 -2.2910 2.9085 1.25 0.76 -1.97
O -0.9373 -0.8653 1.9136 -0.85 -1.23 -0.15
N -1.6182 -1.9214 1.9698 -0.19 0.21 1.39
C -1.3207 4.0428 0.6021 0.55 1.06 0.37
C -0.4132 -2.7384 -3.3614 -0.53 -0.36 -1.06
C 2.3890 3.0567 2.1912 -0.93 -0.25 -1.23
C 1.5234 4.1548 2.6184 0.03 -0.34 1.38
C 1.5482 -2.5749 1.3422 1.32 -0.22 0.14
C -0.7601 4.8510 1.8223 -0.72 0.59 -0.62
C 1.4098 2.0706 1.4945 0.11 -0.25 0.00
C 0.7999 0.9738 -1.6954 0.74 0.69 0.29
C -2.2456 -4.5579 -1.4302 -0.83 -0.29 -0.32
C 0.0920 3.8494 2.6602 0.76 -1.00 -0.61
C 1.5202 -3.6075 -1.1773 0.76 -0.57 0.12
C -1.6842 -0.4013 -1.5586 -0.40 0.09 0.26
C -0.0267 2.4473 1.9780 0.29 -0.34 0.56
C 0.5057 -1.5005 -3.2170 -0.06 0.45 0.22
C -0.9455 2.6570 0.8615 -0.70 -0.85 -0.68
H 0.1559 -3.6129 -3.7086 -0.14 0.39 -0.48
H -1.6009 5.2298 2.4152 0.49 0.04 -0.01
H -2.4097 4.1640 0.5029 0.30 0.12 -0.06
H -1.9060 0.5254 -1.0176 0.06 -0.20 -0.15
H 3.2035 3.3661 1.5140 0.01 0.17 0.62
H -0.8324 4.4545 -0.3014 -0.44 -0.23 -0.02
H -1.2389 -2.5544 -4.0676 0.33 -0.14 0.22
H 0.2708 1.6386 -1.0100 0.06 -0.23 -0.02
H -2.4436 -5.1416 -2.3366 0.03 0.12 0.13
H 1.4909 2.2290 0.4103 0.04 -0.11 0.50
H 1.9342 5.1076 2.9627 -0.14 0.01 -0.23
H -3.1889 -4.1061 -1.0861 0.25 -0.08 -0.12
H 0.6897 1.4099 -2.6947 -0.04 -0.41 0.00
H 2.5402 -2.9293 1.0100 -0.44 0.31 0.29
H 1.6484 1.0220 1.7212 -0.03 0.34 -0.16
H 1.6397 -1.6461 1.9251 -0.18 -0.15 -0.31
H 2.5100 -3.1430 -1.1025 -0.10 -0.03 -0.11
H 1.5708 -1.7757 -3.2340 -0.35 0.02 0.10
H -0.3974 1.6807 2.6807 0.16 0.23 -0.20
H -2.1994 -1.2214 -1.0130 0.17 0.74 -0.42
H 1.1219 -3.3578 1.9908 -0.18 0.16 -0.28
H 0.3784 -0.7408 -3.9948 -0.24 -0.37 -0.19
H -1.8889 -5.2352 -0.6449 -0.01 0.19 -0.14
H -2.1011 -0.3153 -2.5693 0.18 -0.06 0.09
H -1.3931 1.8448 0.2916 0.16 0.16 0.42
H 1.8581 0.9658 -1.4302 0.04 0.12 -0.11
H 1.4986 -4.4261 -0.4434 0.25 -0.09 -0.29
H -0.1596 5.6951 1.4556 -0.30 -0.10 0.32
H -0.3012 3.7985 3.6886 0.40 0.41 0.03
H 1.3921 -4.0406 -2.1741 0.10 0.22 0.25
H 2.8452 2.5161 3.0416 -0.02 0.64 0.24

***

No. 2
21
Properties=species:S:1:pos:R:3:forces:R:3 method="wB97M-V/def2-TZVPD" relative_energy_ev=2.728 orbital_gap_ev=7.699
N 1.1823 1.9044 -0.8877 -1.11 0.94 1.49
N 1.6516 -2.1971 -0.2987 1.29 -0.23 -0.74
N 2.0536 -0.1451 -1.3609 0.43 -1.74 0.24
N 0.0147 -1.9099 1.1094 -1.72 3.73 0.52
C 0.8773 -2.7266 0.6595 0.24 -1.55 -1.28
C 0.2248 -0.6809 0.4494 0.41 1.84 -0.35
C 1.3038 -0.8294 -0.4405 -0.48 -2.22 0.77
C -1.6896 0.7195 -0.8556 -0.45 0.19 -1.02
C 0.3205 1.9152 -0.0994 1.63 -1.19 -0.87
C -1.6417 1.1254 1.8237 2.20 -1.81 1.89
C 2.0811 1.0672 -1.5715 -0.45 1.74 0.33
B -0.7013 0.7751 0.4359 -2.36 -1.95 2.38
H -2.5186 0.4299 1.8789 0.56 0.89 -0.23
H 2.3888 -2.6815 -0.8261 -0.63 0.54 0.48
H -1.5964 1.6456 -1.4324 -0.47 0.09 -0.04
H -2.7166 0.6061 -0.5532 -0.57 0.45 0.50
H -1.1388 1.0029 2.9277 -0.63 -0.18 -2.67
H -1.6756 -0.0599 -1.6341 1.03 -0.16 0.36
H -1.8864 2.1592 1.9189 -0.85 0.80 -0.52
H 0.7123 -3.7751 0.8795 0.98 -0.08 -0.08
H 2.7541 1.6550 -2.1228 0.96 -0.10 -1.16

***

No. 3
20
Properties=species:S:1:pos:R:3:forces:R:3 method="wB97M-V/def2-TZVPD" relative_energy_ev=2.183 charge=+1 multiplicity=3 orbital_gap_ev="8.306 / 8.573"
N -1.0914 -1.4599 -0.0661 0.08 -0.34 -1.15
N 0.9132 -0.0757 1.1085 0.65 2.28 1.56
N 1.1477 -2.9122 -0.0605 1.82 1.92 1.07
C -1.2212 1.0040 -0.1457 1.21 -1.17 0.07
C -0.4061 -0.2311 -0.4343 -3.42 0.83 -1.97
C 2.1354 -0.6878 0.7486 1.32 2.13 2.38
C 1.6923 -1.9568 0.3400 -1.07 -4.90 -1.60
C -0.6475 2.2653 -0.7270 -2.89 0.15 -1.50
H -2.2865 0.9215 -0.3760 0.00 -0.29 -0.15
H 0.0040 -0.3158 -1.4239 0.42 -0.25 -0.32
H 0.3140 2.4534 -0.3662 1.27 0.98 1.09
H -1.1359 1.1192 0.9222 -0.64 0.15 0.80
H -0.4972 2.2239 -1.8280 -0.57 0.01 0.55
H -1.4724 -1.5773 0.8521 -0.67 0.82 0.82
H 0.7478 0.9600 1.1973 1.43 -1.25 0.46
H 2.6992 -0.2527 -0.0871 -0.07 0.55 0.16
H -1.7891 -1.5656 -0.7971 -0.49 -0.79 0.28
H -0.3926 -2.2122 -0.0783 -0.06 -0.59 -0.66
H 2.8063 -0.6475 1.6769 -0.36 -0.53 -1.29
H -1.5200 2.9473 -0.4554 2.04 0.27 -0.58

***

No. 4
30
Properties=species:S:1:pos:R:3:forces:R:3 method="wB97M-V/def2-TZVPD" relative_energy_ev=1.347 orbital_gap_ev="6.743 / 6.742"
O -1.6349 1.8818 0.1524 -0.39 0.15 0.62
C 0.5851 -0.2483 0.1842 -1.02 0.73 -0.93
C 0.2394 -1.8206 2.1647 0.89 0.34 0.50
C 2.4310 -0.7691 1.7578 -0.42 -1.67 -0.79
C -1.2486 1.2938 -0.8195 -0.31 -0.38 -1.09
C 0.1238 0.6508 -0.8000 1.57 -1.21 1.38
C -2.0530 1.3649 -2.1495 5.35 -2.98 -0.61
C -1.4760 -1.6247 0.4526 2.38 0.34 -1.10
C -2.3449 -2.7478 1.0070 0.48 3.34 -0.41
C 1.4117 2.8544 -0.9805 0.75 -4.15 -1.25
C 1.4915 -1.5279 2.5689 1.59 -1.38 1.81
C 1.1290 1.4177 -1.6331 1.55 0.86 -1.33
C -0.2244 -1.2514 0.9237 -3.16 0.21 -0.82
C 1.9762 -0.3004 0.5701 1.90 1.33 0.26
H 3.5139 -0.9362 2.0128 -1.21 0.98 -0.38
H -3.2831 -2.6296 0.4708 -0.05 -1.09 0.03
H 2.0369 -1.9987 3.4694 -1.63 0.70 -1.11
H 0.4726 3.1390 -0.7227 -2.41 1.97 0.83
H -1.7921 -3.6640 1.0444 -0.30 -0.69 -0.08
H -2.4879 -2.2843 1.9667 -0.63 -0.84 1.14
H -1.7557 -1.1105 -0.4863 -0.13 -0.65 0.50
H 1.9880 2.6154 -0.1216 0.55 0.30 0.91
H 0.8680 1.5226 -2.7289 -0.64 0.13 1.17
H -3.0568 1.3826 -2.0257 -2.97 0.48 0.30
H -0.4566 -2.4281 2.7489 0.46 0.13 -0.17
H 1.9445 3.3926 -1.6974 0.63 1.44 -0.82
H 2.7141 0.2896 0.0255 -0.30 -0.30 -0.32
H 2.1478 0.9699 -1.8178 -1.13 -0.26 0.83
H -1.6962 0.4627 -2.7888 -1.04 0.91 1.13
H -1.5631 2.1039 -2.7482 -0.37 1.26 -0.20

***

In order of appearance, max |F| = 0.1587 0.0806 0.1024 0.1197 hartree/bohr.